# 1
A cluster of 7 separate species, C6H25NO7 in total in a non-equilibrium geometry, computed with wB97M-V/def2-TZVPD.

**Structure (SMILES)**: CN[C@H](C=O)C(C)C.O.O.O.O.O.O
**LUMO level**: 0.38 eV
**HOMO-LUMO gap**: 10.0 eV
**ΔE to the lowest compared entry with this formula, charge and spin**: 62.1 kcal per mole

Positions of all 39 atoms, in Å:
C (1.79, -0.42, -2.79)
N (0.94, 0.42, -1.90)
C (-0.15, -0.36, -1.26)
C (-1.09, 0.56, -0.32)
C (-0.53, 1.94, -0.10)
C (-2.49, 0.58, -0.97)
C (-0.95, -1.20, -2.21)
O (-1.41, -2.23, -1.81)
H (1.80, 0.05, -3.77)
H (1.35, -1.41, -2.93)
H (2.78, -0.56, -2.37)
H (0.58, 1.23, -2.40)
H (0.35, -0.99, -0.54)
H (-1.15, -0.04, 0.57)
H (0.01, 2.06, 0.83)
H (-1.34, 2.63, 0.14)
H (-0.05, 2.45, -0.94)
H (-2.90, -0.43, -0.89)
H (-3.05, 1.21, -0.29)
H (-2.58, 0.83, -2.03)
H (-1.13, -0.88, -3.25)
H (0.40, -1.77, 1.98)
H (-0.33, -3.01, 1.42)
O (0.20, -2.24, 1.16)
H (-0.19, 1.29, 3.76)
H (-1.13, 0.52, 2.92)
O (-1.11, 1.01, 3.75)
H (3.24, -1.94, 0.23)
H (3.23, -0.41, 0.52)
O (3.37, -1.28, 0.93)
H (-3.16, -1.41, 1.29)
H (-3.77, -0.11, 1.61)
O (-3.01, -0.65, 1.86)
H (1.80, 0.85, -0.42)
H (2.46, 2.08, 0.13)
O (2.37, 1.14, 0.34)
H (1.73, -0.44, 3.12)
H (1.70, 0.51, 1.86)
O (1.44, 0.42, 2.79)

---

# 2
A cluster of 9 separate species, C6H25NO9 in total in a non-equilibrium geometry, computed with wB97M-V/def2-TZVPD.

**Structure (SMILES)**: C=NC(=C)CCC=O.O.O.O.O.O.O.O.O
**LUMO level**: 0.12 eV
**HOMO-LUMO gap**: 9.0 eV
**ΔE to the lowest compared entry with this formula, charge and spin**: 65.2 kcal per mole

Positions of all 41 atoms, in Å:
O (-1.58, -1.04, 1.68)
C (-1.51, -1.88, 0.83)
C (-0.91, -1.86, -0.55)
C (0.63, -2.13, -0.66)
C (1.19, -2.17, 0.70)
C (1.15, -3.35, 1.31)
C (1.62, -0.28, 2.08)
N (1.97, -1.06, 1.15)
H (-2.07, -2.84, 1.03)
H (-0.94, -0.85, -0.99)
H (-1.57, -2.43, -1.22)
H (1.11, -1.46, -1.40)
H (0.86, -2.98, -1.30)
H (0.49, -4.20, 1.07)
H (1.68, -3.48, 2.25)
H (0.82, -0.29, 2.80)
H (2.08, 0.69, 2.16)
H (-3.63, 0.33, 0.89)
H (-3.04, 0.49, -0.60)
O (-3.36, -0.10, 0.08)
H (-1.15, 1.04, -3.16)
H (-2.02, 2.19, -3.95)
O (-1.96, 1.56, -3.22)
H (2.35, 3.47, -0.31)
H (1.19, 2.49, 0.31)
O (1.98, 2.59, -0.26)
H (2.21, 0.12, -1.61)
H (3.32, -0.90, -1.11)
O (2.88, -0.52, -1.88)
H (-0.57, 1.91, 1.73)
H (-1.04, 2.87, 0.60)
O (-0.29, 2.68, 1.23)
H (-2.22, 2.48, -1.75)
H (-0.84, 2.89, -1.55)
O (-1.68, 2.93, -1.05)
H (2.20, 1.56, -3.03)
H (1.46, 2.07, -1.83)
O (1.35, 1.43, -2.59)
H (-0.32, -0.86, 3.39)
H (-1.35, -0.33, 4.38)
O (-0.51, -0.78, 4.34)

---

# 3
A structure of composition C6H26AgNO7 in a non-equilibrium geometry, computed with wB97M-V/def2-TZVPD.

**LUMO level (spin up / spin down)**: -2.86 / -2.87 eV
**Charge**: +1
**HOMO-LUMO gap (spin up / spin down)**: 5.9 / 9.5 eV
**Multiplicity**: 2

Positions of all 41 atoms, in Å:
Ag (-11.18, -1.11, 4.09)
O (-9.18, -2.05, 4.52)
H (-9.16, -2.89, 4.16)
C (-12.03, -2.16, -0.65)
C (-11.48, -2.69, 0.64)
C (-12.13, 1.99, -1.74)
O (-12.67, 1.87, -2.86)
C (-13.70, 3.01, -3.31)
N (-10.69, -2.09, 1.44)
H (-11.23, -2.11, -1.35)
H (-12.38, -1.13, -0.47)
H (-12.79, -2.80, -1.12)
H (-11.67, -3.74, 0.79)
H (-12.83, 2.06, -0.83)
H (-11.11, 1.62, -1.62)
H (-14.67, 2.81, -2.77)
H (-13.72, 2.73, -4.33)
H (-13.34, 4.01, -3.07)
H (-7.48, -0.87, 1.66)
H (-10.62, -1.09, 1.16)
O (-12.57, -3.09, 4.45)
H (-13.53, -3.24, 4.36)
H (-12.35, -3.45, 5.34)
O (-11.96, 0.83, 3.16)
H (-12.32, 0.59, 2.28)
H (-11.20, 1.43, 2.93)
O (-7.61, -0.56, 2.61)
H (-8.52, -1.48, 4.09)
H (-6.78, -0.17, 2.95)
O (-9.70, 2.17, 3.94)
H (-9.23, 2.92, 4.34)
H (-8.99, 1.76, 3.65)
C (-15.16, -1.43, 1.49)
C (-15.49, -0.25, 0.60)
O (-14.47, 0.72, 0.88)
H (-15.32, -1.14, 2.56)
H (-14.06, -1.49, 1.41)
H (-15.55, -2.44, 1.38)
H (-16.46, 0.28, 0.65)
H (-15.33, -0.47, -0.49)
H (-14.91, 1.40, 1.44)

---

# 4
A structure of composition C6H26B2O3S3Sn in a non-equilibrium geometry, computed with wB97M-V/def2-TZVPD.

**LUMO level**: -0.86 eV
**HOMO-LUMO gap**: 7.7 eV
**ΔE to the lowest compared entry with this formula, charge and spin**: 87.9 kcal per mole

Positions of all 41 atoms, in Å:
Sn (-1.12, 0.82, 1.04)
B (0.89, -0.73, 3.13)
H (1.11, -0.65, 2.07)
H (-0.12, -1.06, 3.33)
H (1.67, -1.41, 3.45)
H (1.06, 0.24, 3.55)
B (0.70, 3.14, 1.63)
H (1.19, 2.39, 1.02)
H (-0.23, 3.42, 1.15)
H (0.44, 2.63, 2.54)
H (1.38, 3.96, 1.78)
C (3.31, 1.31, -0.65)
S (2.22, -0.18, -0.53)
O (0.90, 0.43, -0.99)
C (2.65, -1.12, -2.11)
H (3.24, 2.02, 0.18)
H (2.86, 1.86, -1.48)
H (4.37, 1.22, -0.86)
H (3.72, -1.31, -2.12)
H (2.30, -0.68, -3.04)
H (2.14, -2.08, -2.13)
C (-0.84, -3.86, 1.92)
S (-2.52, -3.36, 1.49)
O (-2.29, -1.85, 1.17)
C (-3.31, -3.42, 3.06)
H (-0.46, -3.35, 2.80)
H (-0.27, -3.61, 1.02)
H (-0.86, -4.94, 2.03)
H (-2.93, -4.39, 3.36)
H (-4.34, -3.40, 2.71)
H (-3.03, -2.63, 3.76)
C (-2.74, 1.75, -3.30)
S (-1.48, 2.97, -2.83)
O (-1.08, 2.47, -1.44)
C (-0.08, 2.32, -3.94)
H (-2.99, 1.64, -4.36)
H (-3.67, 1.98, -2.77)
H (-2.24, 0.85, -2.95)
H (0.63, 3.12, -4.15)
H (-0.51, 2.13, -4.92)
H (0.30, 1.35, -3.63)

---

# 5
A cluster of 8 separate species, C6H26BrN4O9 in total in a non-equilibrium geometry, computed with wB97M-V/def2-TZVPD.

**LUMO level (spin up / spin down)**: -0.62 / -6.39 eV
**HOMO-LUMO gap (spin up / spin down)**: 9.8 / 4.0 eV
**Multiplicity**: 2

Positions of all 46 atoms, in Å:
Br (0.00, 0.64, 0.04)
C (-2.66, -2.46, 2.59)
O (-2.96, -3.34, 3.34)
N (-3.40, -2.12, 1.58)
N (-1.49, -1.78, 2.56)
H (-3.08, -1.48, 0.87)
H (-4.39, -2.28, 1.69)
H (-0.73, -2.16, 3.09)
H (-1.49, -1.06, 1.85)
C (-4.39, 1.65, 1.07)
O (-5.17, 2.46, 1.57)
N (-4.66, 0.42, 0.87)
N (-3.07, 1.81, 0.84)
H (-3.96, -0.14, 0.41)
H (-5.50, -0.01, 1.21)
H (-2.63, 2.56, 1.35)
H (-2.41, 1.11, 0.52)
C (4.61, 0.56, 3.15)
C (3.17, 1.11, 3.10)
O (2.97, 1.83, 1.86)
O (4.99, -0.03, 4.38)
H (5.34, 1.36, 3.11)
H (4.75, -0.17, 2.35)
H (3.03, 1.84, 3.90)
H (2.50, 0.26, 3.28)
H (2.16, 1.54, 1.43)
H (4.49, -0.81, 4.65)
C (0.53, -0.26, -5.64)
C (-0.05, 0.19, -4.30)
O (0.79, -0.04, -3.19)
O (-0.41, -0.19, -6.68)
H (0.75, -1.32, -5.56)
H (1.44, 0.30, -5.84)
H (-1.03, -0.20, -4.04)
H (-0.33, 1.21, -4.54)
H (0.25, 0.27, -2.46)
H (0.09, 0.17, -7.42)
O (1.27, -2.20, -1.57)
H (1.07, -1.63, -0.82)
H (0.99, -1.70, -2.33)
O (2.26, -2.00, 1.29)
H (1.43, -1.53, 1.31)
H (2.88, -1.38, 0.91)
O (1.06, 3.12, -1.94)
H (0.29, 3.55, -2.32)
H (0.70, 2.34, -1.52)

---

# 6
A cluster of 6 separate species, C6H26NO5 in total in a non-equilibrium geometry, computed with wB97M-V/def2-TZVPD.

**LUMO level**: -2.71 eV
**Charge**: +1
**HOMO-LUMO gap**: 10.7 eV
**ΔE to the lowest compared entry with this formula, charge and spin**: 43.9 kcal per mole

Positions of all 38 atoms, in Å:
C (0.23, 0.93, 1.47)
C (-0.52, 0.81, 0.15)
C (-1.93, 1.36, 0.17)
C (-3.02, 0.32, 0.13)
C (-2.96, -0.55, 1.42)
C (-3.07, -0.56, -1.08)
N (0.37, 1.83, -0.76)
H (-0.19, 1.78, 2.00)
H (-0.02, 0.14, 2.25)
H (1.27, 0.65, 1.41)
H (-0.50, -0.19, -0.25)
H (-2.17, 2.19, -0.57)
H (-1.87, 1.89, 1.14)
H (-4.00, 0.88, 0.39)
H (-2.17, -1.26, 1.30)
H (-4.06, -0.78, 1.50)
H (-2.84, -0.08, 2.39)
H (-4.07, -1.02, -1.16)
H (-2.99, 0.03, -2.07)
H (-2.10, -1.04, -1.35)
H (1.36, 1.54, -0.53)
H (0.04, 1.78, -1.73)
H (0.24, 2.72, -0.24)
H (1.72, -4.19, 0.25)
H (1.48, -3.13, -0.90)
O (1.49, -3.27, 0.06)
H (2.91, -1.75, 0.29)
H (4.31, -2.23, 0.05)
O (3.82, -1.42, 0.15)
H (2.87, 0.19, -0.61)
H (3.33, 1.26, -1.48)
O (2.55, 0.70, -1.38)
H (-0.28, 1.02, -4.07)
H (0.61, 0.14, -3.35)
O (0.02, 0.89, -3.15)
H (3.39, -0.24, 3.47)
H (3.71, -0.89, 2.09)
O (3.04, -0.40, 2.57)

---

# 7
A cluster of 7 separate species, C6H26NO7 in total in a non-equilibrium geometry, computed with wB97M-V/def2-TZVPD.

**LUMO level**: -2.40 eV
**Charge**: +1
**HOMO-LUMO gap**: 10.2 eV
**ΔE to the lowest compared entry with this formula, charge and spin**: 49.1 kcal per mole

Positions of all 40 atoms, in Å:
O (1.54, -3.23, -1.65)
C (1.40, -2.38, -2.41)
C (1.48, -0.85, -2.14)
C (0.16, -0.21, -2.07)
C (-0.63, -0.39, -0.90)
C (0.10, 0.08, 0.39)
C (-0.35, 1.35, 1.08)
N (0.11, 2.58, 0.38)
H (1.15, -2.41, -3.55)
H (1.95, -0.30, -2.98)
H (2.13, -0.58, -1.28)
H (0.54, 1.00, -2.24)
H (-0.46, -0.38, -2.99)
H (-1.10, -1.42, -0.73)
H (-1.70, 0.04, -0.77)
H (1.20, 0.06, 0.25)
H (-0.17, -0.73, 1.15)
H (-1.49, 1.47, 1.20)
H (-0.04, 1.32, 2.16)
H (1.11, 2.49, 0.11)
H (-0.50, 2.63, -0.45)
H (-0.06, 3.38, 0.92)
H (2.94, -0.62, 2.50)
H (1.94, -1.25, 1.48)
O (2.66, -0.64, 1.52)
H (-1.69, -2.63, 0.84)
H (-3.04, -3.13, 1.20)
O (-2.50, -2.22, 1.22)
H (-4.58, 0.84, 0.97)
H (-3.26, -0.06, 1.22)
O (-3.58, 0.73, 1.19)
H (1.48, -3.42, 1.66)
H (1.10, -2.71, 0.20)
O (1.15, -2.68, 1.14)
H (-2.98, 2.44, 0.16)
H (-2.83, 3.62, -0.90)
O (-2.41, 2.94, -0.38)
H (3.63, 2.27, 0.77)
H (2.87, 1.04, 0.93)
O (2.74, 1.98, 0.80)

---

# 8
A cluster of 7 separate species, C6H26O10 in total in a non-equilibrium geometry, computed with wB97M-V/def2-TZVPD.

**Structure (SMILES)**: OCCO.OCCO.OCCO.O.O.O.O
**LUMO level**: -0.25 eV
**HOMO-LUMO gap**: 9.0 eV
**ΔE to the lowest compared entry with this formula, charge and spin**: 63.8 kcal per mole

Positions of all 42 atoms, in Å:
O (-20.86, 14.43, 0.44)
H (-20.23, 15.14, 0.31)
H (-21.12, 14.18, -0.44)
O (-19.33, 12.22, 8.01)
H (-18.66, 11.77, 7.49)
H (-19.04, 12.11, 8.91)
O (-22.63, 14.50, 3.08)
H (-22.46, 15.40, 3.37)
H (-22.08, 14.39, 2.31)
O (-20.58, 9.29, 0.54)
H (-20.13, 10.06, 0.89)
H (-21.50, 9.53, 0.54)
C (-20.01, 12.47, 2.95)
C (-19.62, 11.33, 3.92)
O (-20.77, 10.43, 4.10)
O (-20.43, 12.00, 1.71)
H (-19.17, 13.16, 2.98)
H (-20.88, 12.96, 3.38)
H (-19.34, 11.78, 4.87)
H (-18.83, 10.64, 3.64)
H (-21.14, 10.32, 3.22)
H (-20.56, 12.75, 1.13)
C (-23.34, 10.98, 7.26)
C (-23.67, 9.94, 6.24)
O (-23.58, 10.55, 5.00)
O (-23.17, 10.37, 8.49)
H (-24.09, 11.77, 7.31)
H (-22.40, 11.52, 7.11)
H (-24.71, 9.61, 6.32)
H (-23.06, 9.03, 6.31)
H (-22.66, 10.68, 4.75)
H (-22.33, 9.92, 8.39)
C (-17.03, 7.77, 0.84)
C (-16.38, 8.42, 2.08)
O (-15.62, 7.54, 2.93)
O (-16.15, 6.90, 0.10)
H (-17.47, 8.48, 0.15)
H (-17.81, 7.07, 1.15)
H (-16.98, 9.20, 2.54)
H (-15.50, 8.92, 1.68)
H (-15.22, 6.80, 2.47)
H (-16.75, 6.31, -0.35)

---

Number 1: calculated total energy -22449.30909 eV. Number 2: calculated total energy -26542.33318 eV. Number 3: calculated total energy -26455.55421 eV. Number 4: calculated total energy -52465.34311 eV. Number 5: calculated total energy -101070.90376 eV. Number 6: calculated total energy -18364.25477 eV. Number 7: calculated total energy -22458.30803 eV. Number 8: calculated total energy -27116.08060 eV.